DFT (the ωB97M-V functional and the def2-TZVPD basis) results for C27H52B2F4N6PtSi2 as an isolated structure.

Geometry as XYZ:
```
94
Properties=species:S:1:pos:R:3:forces:R:3:lowdin_charge:R:1
H 3.1787 0.6206 0.5266 0.0074 0.0465 -0.0914 0.070
C 1.6876 0.9457 -2.1156 0.0311 0.0775 -0.0381 -0.215
C -0.1132 -0.9113 -5.1952 -0.0077 -0.0551 0.0241 0.018
H -1.7412 1.9551 -5.0553 -0.0104 0.0146 0.0033 0.084
H 2.1034 -2.6375 -4.0902 0.0053 -0.0061 -0.0039 0.077
H 1.2362 -1.0887 3.9202 -0.0214 0.0296 -0.0785 0.045
H 3.1262 3.5491 4.2021 0.0437 -0.0018 0.0135 0.069
C -1.1443 -0.0825 -4.7978 -0.0079 0.0248 0.0102 -0.276
H 3.5876 3.4046 1.6678 0.0003 -0.0005 0.0109 0.067
H 3.1452 -0.0477 5.4060 -0.0103 -0.0159 0.0069 0.081
H -2.8943 0.7857 -5.6862 -0.0129 -0.0111 -0.0105 0.077
H -3.3224 3.2142 -2.9908 0.0054 -0.0012 -0.0148 0.082
C 2.1831 0.2662 0.7735 -0.3988 0.1353 1.2422 -0.215
H -3.5485 0.4485 -3.5235 0.0788 0.0035 0.0525 0.106
H -0.0109 3.9162 2.2207 -0.0089 0.0010 0.0135 0.095
B -2.7796 -0.0526 -2.7527 0.0842 0.1415 0.0670 -0.490
C 3.9161 0.5934 4.9753 0.0584 -0.0630 -0.0078 -0.084
F 0.2190 -3.1772 3.1692 0.0295 -0.0477 0.0600 0.119
H 2.5563 1.5553 -1.8510 0.0039 -0.0156 -0.0394 0.024
C 0.1466 -1.7466 -4.1002 -0.0009 -0.1495 -0.0980 -0.340
C 5.0317 1.4411 2.8967 -0.0393 -0.0608 0.0328 -0.087
C 0.2433 2.8718 2.4247 -0.0528 -0.0062 0.0410 -0.094
N -2.6925 -2.1066 -1.3077 0.0040 -0.0962 0.0254 -0.061
H -0.0988 2.2874 1.5640 0.0369 0.0158 -0.0170 0.072
H -5.2455 -1.2594 -4.3354 0.0064 -0.0003 -0.0147 0.082
H 0.8067 1.5897 -2.1650 0.0077 0.0296 0.0336 0.022
H 4.3767 -1.0769 1.9713 -0.0112 0.0105 -0.0067 0.080
C -2.6645 1.0483 0.6402 -0.2540 0.1117 0.2015 -0.340
H 2.2288 4.5185 1.5324 -0.0136 0.0194 0.0251 0.091
N -1.4671 -0.3988 -3.5306 -0.0966 -0.1312 0.0463 0.030
H 2.5078 -2.4867 -1.9449 0.0233 0.0109 -0.0389 -0.003
C -5.6230 -1.3428 -3.3162 0.0395 -0.0184 0.0218 -0.020
C 3.9480 0.5015 3.4380 0.0309 0.0069 0.0051 -0.615
N -2.1475 0.3717 -0.3606 0.4493 -0.0639 -0.2304 -0.021
H 1.8534 0.5491 -3.1206 -0.0296 -0.0032 -0.0376 0.024
C -4.5980 -1.9234 -2.3988 -0.0846 0.0378 -0.0621 -0.269
C 4.2951 -0.9430 3.0515 0.0696 0.0152 0.0411 -0.085
H -3.9976 2.8429 0.6974 -0.0042 0.0229 0.0013 0.108
C -2.5590 0.5558 2.0445 0.0922 -0.0182 0.0022 -0.018
H -5.4994 -3.7398 -1.5386 -0.0187 -0.0145 0.0046 0.107
H 2.8551 -2.3511 -0.2348 0.0122 -0.0159 0.0225 0.028
H -0.3377 2.5516 3.2909 -0.0054 -0.0074 -0.0018 0.074
H 3.7569 1.6109 5.3301 -0.0229 0.0625 0.0265 0.068
C -3.4423 2.1115 0.1351 0.0631 -0.0951 -0.1268 0.021
H 0.0556 -0.2063 2.9753 -0.1641 -0.0776 -0.0509 0.032
C -4.6703 -3.0576 -1.6148 0.0255 -0.0600 0.0635 0.021
H -3.6995 -4.8762 0.2648 -0.0123 -0.0129 0.0027 0.076
H 3.6999 -1.3035 -1.3995 0.0268 -0.0154 0.0299 0.043
H -3.5635 0.3940 2.4370 -0.0016 -0.0104 0.0329 0.087
H 4.8842 2.4740 3.2136 -0.0043 0.0178 0.0081 0.065
C 0.8853 -0.0867 3.6671 0.1463 0.0289 0.0041 -0.115
C 2.0550 3.4642 4.0217 -0.0071 0.0396 0.0091 -0.088
H 2.2484 3.0467 0.5766 -0.0146 -0.0083 -0.0258 0.072
H -5.9286 -0.3472 -2.9925 -0.0024 0.0126 0.0077 0.078
N -3.3891 -1.3654 -2.1984 0.0024 0.1412 -0.1384 0.023
H -2.0550 -4.6559 -0.3530 -0.0051 -0.0072 -0.0136 0.086
H -1.3811 1.0866 -6.5514 0.0068 0.0045 -0.0054 0.081
C 1.7489 2.7574 2.6954 0.0977 0.0186 -0.2165 -0.619
H 3.5661 -1.6683 3.4102 0.0176 0.0555 0.0016 0.075
B 0.8760 -3.3009 1.9466 -0.2299 0.0054 0.0710 -1.271
Si 1.4113 -0.4853 -0.9302 -0.0019 -0.0893 -0.1062 0.422
C 2.7443 -1.7782 -1.1560 0.0827 -0.0718 -0.1080 -0.189
F 2.1249 -2.6359 2.0146 0.1737 -0.0058 0.0280 0.073
H -4.7713 2.2265 -2.8583 -0.0197 -0.0043 -0.0043 0.070
H 1.4101 1.0362 0.8826 -0.0883 -0.1325 -0.1504 0.029
C -3.3849 1.9835 -1.2378 -0.0007 0.0132 0.1199 -0.281
F 0.1133 -2.5881 0.9635 -0.2570 0.0352 -0.0056 -0.015
N -0.6645 -1.4252 -3.1012 -0.1016 0.5219 0.4513 -0.038
C -4.0503 2.8102 -2.2868 0.0048 -0.0020 0.0268 -0.020
H 1.6437 4.4777 3.9951 0.0072 0.0083 0.0120 0.091
H 1.6061 2.9508 4.8750 -0.0234 0.0041 0.0279 0.083
C -3.4406 -3.1328 -0.9404 0.0370 -0.0512 0.0214 -0.317
H -4.5739 3.6417 -1.8193 0.0034 0.0114 0.0047 0.080
H -2.0323 -0.4001 2.0745 0.0260 0.0544 -0.0453 0.071
Pt -0.7311 -1.2927 -0.9398 0.0276 -0.3141 -0.4953 0.955
H 4.8778 0.2528 5.3701 0.0050 0.0174 0.0075 0.091
H -2.6218 -3.6576 0.9670 -0.0072 0.0022 -0.0020 0.080
N -2.5922 0.9238 -1.5295 -0.0715 -0.1635 -0.0606 0.029
C -1.8321 0.9957 -5.5655 0.0098 -0.0268 0.0075 -0.015
H 5.0864 1.4219 1.8059 -0.0033 -0.0022 -0.0135 0.079
H -2.0602 1.2609 2.7059 0.0266 0.0393 0.0222 0.053
H 5.2665 -1.2000 3.4850 0.0149 0.0272 0.0129 0.093
C -2.9319 -4.1393 0.0388 0.0162 0.0546 -0.0157 -0.015
F 1.0213 -4.6123 1.5538 0.0758 -0.0211 -0.0049 0.148
H 0.5007 0.3839 4.5744 0.0466 0.0912 -0.0085 0.057
H -6.5027 -1.9830 -3.3270 -0.0090 -0.0032 -0.0031 0.080
H 0.8495 -3.5871 -4.8788 0.0016 -0.0141 0.0002 0.084
H 0.3590 -0.9403 -6.1625 0.0068 0.0076 -0.0114 0.112
C 1.0540 -2.9279 -4.0348 0.0542 0.0773 0.0144 -0.031
C 2.5055 3.4607 1.5535 -0.0584 -0.0533 0.0977 -0.076
H 0.8870 -3.4833 -3.1137 0.0016 0.0158 0.0266 0.076
H 2.1225 -0.6883 1.3302 -0.1425 0.1192 -0.1973 0.038
Si 2.2060 0.9238 2.8514 0.1997 -0.1876 -0.5433 0.780
H 6.0059 1.1190 3.2756 0.0108 -0.0086 -0.0020 0.090
```
Forces are in eV/Å.

Values from the calculation:
- Frontier orbital gap: 8.221 eV
- Energy above the lowest of the compared OMol25 structures with the same formula, charge and spin: 0.528 eV
- LUMO level: 0.4 eV
- HOMO: -0.2890 hartree
- DFT total energy: -2536.3699 Eh

***

DFT (the ωB97M-V functional and the def2-TZVPD basis) results for a 10-piece molecular cluster, C27H52Cl18O4 overall.

Geometry as XYZ:
```
101
Properties=species:S:1:pos:R:3:forces:R:3:lowdin_charge:R:1
H -0.2448 -8.4476 -0.6477 -0.0293 -0.0205 0.0862 -0.001
H -1.6491 3.4419 -3.6676 -0.0001 0.0345 0.0332 0.050
H -2.7497 4.4900 -1.4652 -0.0356 0.0920 0.0992 0.035
C 3.3007 1.7617 -0.4401 -0.3081 0.3673 0.3549 -0.250
H 2.0576 2.3294 -2.0626 -0.1305 0.0220 0.0625 0.121
H 4.8157 8.6413 8.5980 0.0299 0.0733 0.0227 0.024
C -4.0438 5.1611 -4.2955 -0.1601 0.0324 -0.1267 -1.024
H -0.2519 3.7594 -2.6316 -0.0971 0.1116 -0.0966 0.082
C -1.2779 -6.0567 2.7095 0.1054 -0.0194 0.1139 -1.023
C 1.6789 -1.0262 -1.4595 1.0817 0.7422 -0.1107 -0.166
C -0.0538 -2.1227 0.0365 -0.5935 0.6891 0.6187 -0.236
Cl 0.9682 -8.7266 1.3466 0.0870 -0.0415 0.0630 0.501
H 3.1558 2.4478 1.6175 -0.3045 0.1366 0.0996 0.055
H -3.2384 4.4970 -4.5897 0.0104 -0.0047 0.0782 0.009
H -2.1528 -6.4693 3.1925 -0.0245 0.1434 -0.0697 -0.074
H -3.4115 2.4846 -2.6925 -0.0695 -0.4887 0.1921 0.077
H 1.8565 -6.3934 -4.4278 0.0795 0.0840 0.0023 0.022
C -3.0083 3.6031 -0.8928 -0.2028 -1.0001 -0.0922 -0.096
H 4.4921 2.9345 6.3165 0.0013 -0.0046 0.0819 0.021
H 4.2108 0.8122 -2.8895 0.0911 0.0604 0.2560 0.082
H -0.5620 -1.6365 2.0816 -0.0213 0.0430 -0.0361 0.084
H -0.3871 -6.5828 3.0347 0.0375 0.0530 -0.0640 0.009
H 2.3582 -1.1036 -0.6087 -0.5389 -0.1093 0.3790 0.154
Cl -1.1265 -4.3505 3.1663 0.0433 -0.1858 0.1503 0.563
H -3.4715 0.1934 -1.2752 0.1129 -0.0085 0.1236 0.065
H -2.3342 3.4770 -0.0410 0.1013 0.2223 -0.0565 0.081
Cl -5.1907 4.2499 -3.3017 -0.2218 0.1560 -0.1798 0.569
H -4.6961 1.3986 -0.9551 0.0213 -0.0592 0.0410 0.082
Cl 3.0033 0.4810 4.5916 0.1175 0.0488 0.0499 0.522
C 3.7262 3.6851 6.4699 0.0421 -0.0307 -0.1367 -1.009
C 5.2918 8.8525 7.6478 -0.0386 -0.0581 0.0096 -1.048
H 3.6473 3.7013 0.5020 -0.0811 0.0516 0.0140 0.065
C -4.0029 -8.3195 5.1735 -0.0580 -0.0459 0.0471 -0.997
H -0.2089 2.4506 -3.7930 -0.0190 -0.0291 0.0408 0.074
H -1.6681 -3.2321 0.9120 -0.1693 0.3240 -0.1094 0.002
C -2.9243 2.2877 -1.7303 0.8361 0.9567 0.7655 -0.402
C 0.8048 -2.5244 -2.8929 0.9388 -0.0897 0.0538 -0.554
Cl -1.4414 -6.2710 0.9630 -0.1252 0.1008 -0.0514 0.532
H -6.3427 7.3908 -8.5919 0.0579 0.0422 0.0537 0.026
Cl 0.1701 0.1166 5.2477 -0.0208 -0.0083 0.0954 0.536
H -0.3517 0.5219 -3.0787 0.2288 -0.2832 0.2160 0.107
C -6.3921 6.6613 -7.7925 -0.0963 0.0096 -0.0398 -0.993
Cl 2.4654 3.0023 7.5095 0.0695 0.3175 0.1453 0.564
H 1.8516 -0.0015 1.1093 -0.0940 -0.0271 -0.1503 0.054
H -6.8967 5.7631 -8.1275 0.0275 -0.0313 0.0682 0.027
H -4.5657 5.5360 -5.1755 0.1190 -0.1522 0.5631 -0.096
Cl -7.2955 7.3521 -6.4432 -0.0195 -0.0078 -0.0204 0.520
H 1.9056 0.9392 6.6102 -0.0934 -0.2694 -0.2560 -0.085
H 5.1127 8.0444 6.9484 0.0426 0.0514 -0.0586 -0.012
O 0.7798 -3.2363 -3.8501 -0.2825 -0.0864 0.1536 0.154
H 1.1744 1.5157 -0.7948 0.0861 -0.1094 0.0487 0.081
C 3.6955 -0.0914 -2.5700 -0.8761 -0.2210 -0.6413 -0.048
C 0.8650 -0.1443 1.5475 -0.1305 0.0621 0.7204 -0.094
C 1.8442 -7.4670 -4.2981 -0.0748 -0.0302 -0.0461 -0.992
Cl -3.5865 -6.6868 5.7109 -0.0204 0.0027 0.0206 0.525
C 2.9762 2.8495 0.6199 0.4740 -0.3608 -0.2387 -0.086
H 0.9805 0.0834 2.6090 0.0719 -0.0057 -0.0843 -0.004
H -2.2005 -1.7247 0.0744 0.0404 0.0130 0.2147 0.085
H -0.8893 2.2986 -1.0764 -0.0452 -0.2286 0.0882 0.120
H 3.2784 3.9661 5.5243 -0.0577 0.0376 0.0465 0.029
Cl 4.4687 5.1144 7.1964 0.0301 -0.0037 -0.0031 0.528
C -1.5205 -2.5774 0.0504 0.2330 -0.4914 -0.2284 -0.050
H 0.1712 0.6055 1.1682 0.0598 -0.1084 -0.2261 0.081
Cl 4.5979 10.3364 6.9848 -0.0470 -0.0202 0.0000 0.503
H 4.1964 -0.5950 -1.7456 0.2521 0.1804 -0.0164 0.087
C 2.1044 1.4886 -1.3604 0.2222 0.1405 -0.6394 -0.166
H -3.3564 1.2763 0.1511 0.2687 -0.1453 -0.0606 0.089
Cl -3.0904 -8.7871 3.7333 -0.0771 -0.2031 0.0069 0.549
C 0.3243 -1.5736 1.4482 0.1810 0.2437 -0.3520 -0.183
H 1.9549 3.2160 0.5229 -0.0444 -0.0720 0.1707 0.068
C -3.6187 1.2078 -0.9062 -0.6108 0.1444 -0.4126 -0.065
C -1.0754 0.5521 -2.2662 -0.2082 1.0581 -0.4194 -0.126
Cl -3.3531 6.5368 -3.4248 0.0290 0.0009 -0.0449 0.523
Cl 0.3646 -10.7169 -0.7118 -0.0239 -0.0089 -0.0549 0.507
H 0.8269 -7.8277 -4.2003 0.0449 -0.0634 0.0105 0.028
H -3.7734 -9.0173 5.9699 0.0809 0.0310 -0.0071 0.025
O 1.9541 -2.2133 -2.2251 -0.8515 0.1281 -0.3325 0.083
Cl 7.0338 8.9995 7.9084 0.0033 -0.0538 0.0181 0.500
H 1.7375 0.3408 -3.1976 -0.4623 -0.0263 0.2305 0.134
O -0.2338 -1.9271 -2.3204 -0.5932 0.4006 -0.1450 0.107
C 0.6426 -9.0055 -0.3702 0.0743 0.0592 -0.0348 -1.054
Cl 2.5801 -8.2284 -5.7131 -0.0494 0.0400 0.0253 0.510
H 3.6957 -0.7565 -3.4345 0.2072 -0.1625 0.1576 0.083
H -1.9548 0.0091 -2.6154 0.0698 -0.1832 0.1213 0.130
Cl 2.7261 -7.8638 -2.8113 0.1737 0.1395 -0.2146 0.553
C -1.4204 2.0338 -1.9938 0.0607 -0.3797 -0.1273 -0.294
Cl -4.7394 6.2332 -7.3193 -0.0197 0.1401 -0.5355 0.569
H 1.5009 -8.6732 -0.9474 -0.2253 -0.1426 0.2543 -0.079
O -0.5780 -0.0038 -1.0472 -0.1693 -0.3281 -0.0820 -0.034
C 2.2072 0.2011 -2.2215 0.9247 0.1496 0.3492 -0.266
H -4.0080 3.6739 -0.4611 -0.0562 0.3986 -0.2243 0.069
H 4.1515 2.1291 -1.0118 0.0077 -0.2639 -0.1815 0.098
C 0.1734 -1.1442 -1.1291 0.6893 -1.7046 -0.5499 -0.364
C -0.8556 2.9725 -3.0844 -0.0319 -0.0577 0.0888 -0.034
C 1.8240 0.1479 5.8700 -0.0625 -0.0507 0.1826 -1.019
H 2.0496 -0.8178 6.3073 -0.0033 -0.0364 -0.1181 0.030
H -1.7672 -3.1777 -0.8269 0.0280 0.1118 -0.0576 0.083
H 3.6301 0.8433 0.0508 -0.0181 0.0222 0.0525 0.094
H 1.0541 -2.2465 1.9045 -0.0162 -0.0215 -0.0297 0.107
H 0.5842 -2.9839 -0.1702 -0.0040 0.0119 -0.1226 0.150
H -5.0599 -8.3486 4.9373 0.0188 0.0628 -0.0558 0.026
```
Forces are in eV/Å.

Values from the calculation:
- Frontier orbital gap: 10.312 eV
- LUMO level: 0.4 eV
- Structure (SMILES): CCC[C@@H](C)[C@@H]1OC(=O)O[C@@]1(OC[C@@H](C)C(C)C)[C@H](C)CC.ClCCl.ClCCl.ClCCl.ClCCl.ClCCl.ClCCl.ClCCl.ClCCl.ClCCl
- HOMO: -0.3659 hartree
- DFT total energy: -9644.3565 Eh

***

F_max? In order: 0.026 0.037 hartree/bohr.